# 1
56
Properties=species:S:1:pos:R:3:lowdin_charge:R:1 method="wB97M-V/def2-TZVPD" gap_ev="3.6 / 3.7" total_charge=+4 e_lumo_ha="-0.604 / -0.604" homo_energy_ev="-20.087 / -20.136"
I -0.7543 -2.2631 2.2548 0.5463
I -0.7706 -3.2816 -0.9170 0.4743
Lu 0.3337 -0.7105 -0.0536 0.7153
Bi -0.8943 1.6299 1.7177 1.4607
S -2.3562 -0.0299 0.3193 0.4055
C -0.9438 3.9425 0.6594 -0.0625
C 1.5123 1.9329 0.9270 -0.1762
C -3.5196 0.6426 -0.9762 -0.8649
C -3.9032 -0.5443 -1.8520 -0.0733
C -2.7665 1.6888 -1.7675 -0.0931
C -4.7276 1.1832 -0.2105 -0.0742
C 2.1899 0.7514 -1.1885 -0.1354
C 0.6210 0.6382 -2.2300 -0.1009
O 2.5114 2.5120 0.9935 0.2263
O -0.8724 5.0152 0.2622 0.2453
O 3.2156 1.1609 -1.6081 0.2524
O 0.6138 1.2484 -3.2391 0.2324
H -4.6569 -0.2624 -2.6103 0.1405
H -4.3127 -1.3572 -1.2397 0.1041
H -3.0237 -0.9535 -2.3641 0.0735
H -3.4222 2.0897 -2.5692 0.1418
H -1.8706 1.2301 -2.2293 0.0508
H -2.4244 2.5047 -1.1082 0.0485
H -5.4903 1.5819 -0.8933 0.1300
H -4.4408 1.9780 0.4877 0.0844
H -5.1801 0.3826 0.3847 0.1054
C 4.8525 -2.3323 -1.7629 -0.0367
C 3.8147 -2.8974 -0.7807 -0.3739
C 3.8110 -4.4264 -0.8478 -0.0336
C 4.1237 -2.4251 0.6629 -0.0612
C 5.3626 -2.6308 1.2457 0.0466
C 5.6366 -2.2061 2.5394 0.0780
C 4.6799 -1.5336 3.3006 0.0564
C 3.4226 -1.2639 2.7714 -0.0801
C 2.3285 -0.5958 3.5838 -0.4262
C 1.7326 -1.5822 4.6003 -0.0821
C 2.8283 0.6549 4.3100 -0.0428
C 3.1836 -1.6585 1.4092 -0.1997
O 2.0938 -1.2769 0.7952 -0.3624
H 5.8584 -2.6934 -1.4885 0.0996
H 4.8702 -1.2320 -1.7456 0.0747
H 4.6303 -2.6536 -2.7913 0.1056
H 2.8160 -2.5291 -1.0554 0.0884
H 4.8221 -4.8055 -0.6298 0.1048
H 3.1190 -4.8458 -0.1028 0.0926
H 3.5112 -4.7701 -1.8454 0.1029
H 6.1190 -3.1457 0.6516 0.1466
H 6.6233 -2.4010 2.9631 0.1576
H 4.8943 -1.2281 4.3272 0.1467
H 1.5170 -0.3152 2.8867 0.0244
H 2.4731 -1.7389 5.4080 0.1181
H 0.8154 -1.1407 5.0243 0.0891
H 1.4601 -2.5270 4.1081 0.0330
H 3.2387 1.3851 3.5987 0.0797
H 1.9908 1.1084 4.8503 0.0950
H 3.6211 0.3999 5.0269 0.1019



# 2
10
Properties=species:S:1:pos:R:3:lowdin_charge:R:1 method="wB97M-V/def2-TZVPD" gap_ev=11.1 smiles=C#C[C@H](N)C#N e_lumo_ha=0.024 homo_energy_ev=-10.483
C -0.1562 -0.9429 1.9912 0.1300
C 0.0748 -0.5229 0.8877 -0.0963
C 0.3840 0.0417 -0.4441 -0.4131
N 0.0383 1.4473 -0.6273 0.0442
C -0.2663 -0.7786 -1.4904 -0.1770
N -0.7682 -1.4427 -2.2919 0.1595
H -0.3604 -1.3296 2.9660 0.0333
H 1.4643 -0.0515 -0.6121 0.1491
H -0.9517 1.5863 -0.4457 0.0865
H 0.5414 1.9929 0.0666 0.0839



# 3
60
Properties=species:S:1:pos:R:3:lowdin_charge:R:1 method="wB97M-V/def2-TZVPD" gap_ev=4.7 total_charge=-2 e_lumo_ha=0.140 homo_energy_ev=-0.890
K 0.7192 -1.0657 -0.7640 0.4668
C -3.5779 1.2377 -0.8899 -0.3051
P -1.9061 1.1344 -1.6544 0.8464
C -1.4824 2.9152 -1.7668 -0.3051
C -2.4130 0.8215 -3.4128 -0.4612
C -2.9932 -0.5839 -3.6229 -0.4652
P -1.8602 -1.9006 -2.9632 0.8048
C -2.8464 -3.4099 -3.2746 -0.3037
C -0.6850 -2.0222 -4.3742 -0.3079
H -4.2674 1.8698 -1.4597 0.0320
H -3.4783 1.6401 0.1195 0.0299
H -3.9965 0.2348 -0.7975 0.0271
H -2.2392 3.5171 -2.2801 0.0285
H -0.5193 3.0123 -2.2713 0.0322
H -1.3410 3.2938 -0.7528 0.0336
H -1.5127 0.9481 -4.0232 0.0662
H -3.1290 1.5868 -3.7388 0.0663
H -3.2224 -0.7513 -4.6828 0.0667
H -3.9381 -0.6754 -3.0770 0.0592
H -3.2044 -3.4861 -4.3063 0.0301
H -3.6930 -3.4497 -2.5878 0.0318
H -2.1897 -4.2515 -3.0435 0.0177
H -1.1939 -2.1541 -5.3350 0.0312
H -0.0395 -2.8812 -4.1816 0.0011
H -0.0562 -1.1310 -4.4270 0.0286
S -1.0772 -2.9093 1.1462 0.4383
C -0.7497 -4.5874 0.7860 -0.8138
C -1.2503 -5.5168 1.7618 -0.3502
N -1.6606 -6.2266 2.5757 0.0976
C -0.0970 -5.0919 -0.3097 -0.8366
S 0.6275 -4.2211 -1.6266 0.4086
C 0.0157 -6.5263 -0.4051 -0.3467
N 0.1222 -7.6705 -0.5142 0.1012
N 1.1330 -1.9445 3.5621 -0.0083
C 1.6446 -1.1163 2.4720 -0.2007
C 2.7522 -1.8551 1.7308 -0.5388
O 3.2941 -2.8439 2.4450 0.0975
O 3.1412 -1.5559 0.6314 0.0481
H 0.7805 -1.3735 4.3175 0.0716
H 2.7029 -2.9179 3.2318 0.0872
H 0.3480 -2.4866 3.1829 0.0045
H 2.0920 -0.1895 2.8395 0.1257
H 0.8648 -0.8364 1.7680 0.0430
O 2.2908 2.5037 -1.3316 -0.0349
C 1.8225 2.2003 -0.2209 -0.6675
O 1.0545 1.2485 0.0633 -0.1966
C 2.2055 3.1072 0.9603 -0.1160
C 3.1035 4.1503 0.7825 -0.0296
C 3.4853 4.9846 1.8382 -0.0048
C 2.9209 4.7246 3.0623 -0.2282
O 3.1405 5.3728 4.2650 0.0045
C 2.2174 4.7910 5.1786 -0.1705
O 1.6425 3.6449 4.5758 0.0141
C 2.0259 3.6913 3.2447 -0.2029
C 1.6476 2.8619 2.2212 0.0619
H 3.5011 4.2906 -0.2138 0.1073
H 4.1929 5.7927 1.7060 0.1065
H 1.4293 5.5187 5.4104 0.1281
H 2.7475 4.4961 6.0869 0.1282
H 0.9540 2.0411 2.3437 0.1201



# 4
195
Properties=species:S:1:pos:R:3:lowdin_charge:R:1 method="wB97M-V/def2-TZVPD" gap_ev="2.0 / 9.3" s2=0.750 total_charge=-1 multiplicity=2 e_lumo_ha="0.077 / 0.077" homo_energy_ev="0.110 / -7.175"
C 5.0623 2.6112 -0.4682 -0.0616
C 3.7250 2.3084 -1.1615 -0.3596
C 3.1210 3.6379 -1.6984 -0.1649
O 2.8049 4.5610 -0.6436 -0.1888
C 1.9048 5.5466 -0.9787 -0.1435
N 3.9297 1.3143 -2.2841 0.0480
H 5.3666 1.7107 0.0654 0.0471
H 4.9664 3.4215 0.2545 0.0761
H 5.9038 2.8498 -1.1186 0.0748
H 3.0760 1.8966 -0.3886 0.1069
H 2.1763 3.3145 -2.1355 0.1048
H 3.7461 4.1939 -2.3971 0.1289
H 2.3118 6.2272 -1.7264 0.0832
H 1.7597 6.2040 -0.1214 0.0896
H 0.9452 5.1719 -1.3348 0.0598
H 3.0606 1.1638 -2.7762 0.0122
H 4.5245 1.7321 -2.9854 0.0786
C 3.1826 1.2440 2.6639 -0.0736
C 2.1311 1.7976 3.5348 -0.4244
C 2.7266 2.5757 4.7768 -0.1899
O 1.7169 3.0456 5.6342 -0.1946
C 2.1635 3.6387 6.8257 -0.1145
N 1.4414 2.8007 2.7407 0.0708
H 3.7478 0.4103 3.0805 0.0702
H 3.9371 2.0038 2.4600 0.0859
H 2.8177 0.7360 1.7713 0.0593
H 1.3882 1.0853 3.8936 0.1332
H 3.3558 3.3772 4.3899 0.1228
H 3.4196 1.9335 5.3203 0.1204
H 2.6187 2.8530 7.4286 0.0869
H 1.3175 4.1262 7.3102 0.0878
H 2.9354 4.3952 6.6845 0.0816
H 0.8813 2.2566 2.1001 0.0263
H 0.8293 3.1309 3.4731 0.0604
C -0.0763 1.6603 -0.1496 -0.0486
C -0.5768 0.2198 0.0147 -0.3299
C -0.0790 -0.4968 1.3659 -0.1417
O 1.2488 -0.9650 1.2367 -0.2087
C 1.5900 -1.9863 2.1168 -0.1284
N -2.0379 0.4105 -0.0427 0.0663
H 1.0100 1.6849 -0.0636 0.0610
H -0.4876 2.3814 0.5568 0.0520
H -0.1903 1.9227 -1.2014 0.0638
H -0.1842 -0.2283 -0.8981 0.1128
H -0.6619 -1.4114 1.4744 0.0975
H -0.3231 0.1732 2.1904 0.1135
H 2.6763 -2.0114 2.0313 0.0859
H 1.1496 -2.9775 2.0083 0.0738
H 1.5037 -1.7539 3.1783 0.0861
H -2.5461 -0.3510 0.3839 0.0377
H -2.2461 1.2047 0.5455 0.0342
C 5.5006 -2.7363 -2.0379 -0.0590
C 4.7734 -2.1239 -0.8301 -0.3473
C 5.6849 -1.2194 0.0977 -0.1897
O 6.6553 -2.0100 0.7740 -0.1858
C 7.4378 -1.2006 1.5923 -0.1287
N 3.5219 -1.3672 -1.1808 0.0627
H 4.9602 -3.5939 -2.4387 0.0608
H 6.5145 -3.0883 -1.8478 0.0797
H 5.5282 -1.9381 -2.7796 0.0632
H 4.4700 -2.9981 -0.2540 0.1187
H 5.0772 -0.7063 0.8431 0.1025
H 6.0948 -0.4021 -0.4956 0.1106
H 8.1323 -1.9144 2.0352 0.0915
H 6.8360 -0.6855 2.3410 0.0766
H 8.0295 -0.5316 0.9674 0.0880
H 3.7546 -0.4025 -1.3687 0.0180
H 2.8827 -1.3016 -0.4015 0.0530
C -7.0320 -2.2813 0.9498 -0.0708
C -6.3538 -2.9652 -0.2215 -0.4377
C -5.7918 -1.9562 -1.2299 -0.1580
O -6.9155 -1.2480 -1.8408 -0.2120
C -6.5538 -0.5243 -3.0085 -0.1032
N -5.3467 -3.6871 0.4751 0.0289
H -7.7012 -1.4844 0.6251 0.0721
H -6.3326 -1.7822 1.6204 0.0671
H -7.6768 -2.9777 1.4858 0.0824
H -7.0314 -3.6511 -0.7298 0.1398
H -5.2570 -2.5067 -2.0038 0.1199
H -5.1155 -1.2226 -0.7911 0.1027
H -6.5253 -1.1523 -3.8989 0.0862
H -5.5645 -0.0830 -2.8880 0.0634
H -7.3019 0.2677 -3.0433 0.0913
H -5.1586 -4.5002 -0.0937 0.0778
H -5.8054 -4.1631 1.2387 0.0676
C 1.9437 -5.2606 -0.3998 -0.0705
C 0.5171 -5.6919 -0.6616 -0.4171
C -0.1612 -4.9678 -1.8646 -0.1557
O -0.4528 -3.5699 -1.6090 -0.2202
C -1.6939 -3.2679 -1.0353 -0.1043
N 0.4832 -7.1547 -0.8889 0.0208
H 2.3455 -5.6442 0.5380 0.0679
H 2.0021 -4.1751 -0.3194 0.0600
H 2.6265 -5.5243 -1.2075 0.0744
H -0.1165 -5.4632 0.1953 0.1156
H -1.0166 -5.5254 -2.2462 0.1167
H 0.5080 -5.0330 -2.7225 0.1089
H -1.9215 -2.2102 -1.1681 0.0681
H -1.7042 -3.5319 0.0222 0.0805
H -2.5498 -3.8331 -1.4042 0.0802
H 1.0484 -7.4466 -1.6734 0.0586
H 0.8531 -7.6941 -0.1193 0.0522
C 0.5273 -2.8192 -5.0542 -0.0481
C 1.7345 -2.4689 -4.1520 -0.3848
C 2.9308 -1.8320 -4.9814 -0.1565
O 3.5554 -2.7318 -5.8949 -0.1934
C 4.5340 -3.6139 -5.3399 -0.1007
N 1.2902 -1.6062 -3.0567 0.0539
H -0.3934 -3.0178 -4.5058 0.0627
H 0.7083 -3.6963 -5.6755 0.0735
H 0.2785 -1.9725 -5.6941 0.0705
H 2.0877 -3.3920 -3.6925 0.1124
H 3.7113 -1.5250 -4.2852 0.0997
H 2.5705 -0.9874 -5.5686 0.1199
H 5.2519 -3.1359 -4.6733 0.0576
H 5.0468 -4.1407 -6.1446 0.0862
H 4.0160 -4.3339 -4.7063 0.0743
H 0.5994 -2.1685 -2.5805 0.0421
H 2.1010 -1.5713 -2.4554 0.0215
C -1.5893 4.5193 -2.6308 -0.0218
C -3.1540 4.7850 -2.5045 -0.4000
C -3.5773 6.2700 -2.6796 -0.1939
O -3.1187 6.9412 -1.5564 -0.2203
C -3.1183 8.3667 -1.6175 -0.0764
N -3.7240 3.8412 -3.3939 0.0369
H -1.4963 3.4333 -2.6433 0.0408
H -1.1203 4.9538 -1.7480 0.0378
H -1.0103 5.0196 -3.4070 0.0839
H -3.4394 4.4883 -1.4952 0.1150
H -4.6319 6.3722 -2.9354 0.1222
H -3.0886 6.7814 -3.5089 0.1204
H -2.3145 8.8725 -2.1524 0.0847
H -3.1330 8.6399 -0.5625 0.0956
H -3.9820 8.7743 -2.1429 0.0836
H -4.6743 3.6532 -3.1081 0.0751
H -3.2514 2.9672 -3.2126 0.0276
C -4.7564 2.4207 3.6220 -0.0535
C -4.0563 2.0850 2.2847 -0.4061
C -4.7130 2.7916 1.0643 -0.1800
O -6.0509 2.3439 0.8978 -0.1842
C -6.2860 1.0293 0.3271 -0.0569
N -2.6447 2.3806 2.5043 0.0490
H -4.3253 1.7090 4.3261 0.0717
H -5.8407 2.3311 3.5563 0.0729
H -4.5429 3.4620 3.8635 0.0779
H -4.2120 1.0216 2.1033 0.1013
H -4.1041 2.6871 0.1663 0.1032
H -4.7523 3.8682 1.2300 0.1218
H -5.9946 0.3112 1.0936 0.0650
H -5.7817 0.8241 -0.6171 0.0734
H -7.3562 0.9463 0.1375 0.0937
H -2.4824 3.3416 2.7696 0.0498
H -2.2541 1.9237 3.3159 0.0765
C -2.4535 -0.2393 -3.3113 -0.1651
O -3.0070 0.8701 -2.6490 -0.1555
H -1.4994 -0.5243 -2.8679 0.0559
H -3.1009 -1.1162 -3.3181 0.0638
H -2.2471 -0.0841 -4.3703 0.0762
H -2.9035 0.8400 -1.6950 0.0173
C -3.4541 -1.6879 2.7858 -0.1492
O -3.6507 -1.5970 1.3748 -0.1983
H -2.4738 -1.2334 2.9292 0.0633
H -4.2251 -1.1311 3.3183 0.0694
H -3.3880 -2.7483 3.0291 0.0560
H -4.4390 -2.0970 1.1508 -0.0028
C 3.3621 -4.8097 3.9974 -0.1709
O 2.4144 -3.9481 4.5895 -0.1807
H 4.1529 -4.2526 3.4949 0.0608
H 3.9322 -5.3773 4.7328 0.0690
H 2.7763 -5.4751 3.3633 0.0649
H 1.5498 -4.3552 4.6812 0.0137
C -1.4669 4.9828 1.1138 -0.1824
O -2.5403 5.8669 1.0296 -0.1125
H -1.2543 4.8029 2.1676 0.0757
H -1.7299 4.0675 0.5835 0.0519
H -0.5669 5.4021 0.6640 0.0691
H -2.7241 6.0055 0.0976 0.0270
C 5.3501 -1.7839 4.9300 -0.1609
O 4.0418 -1.5787 5.4872 -0.1280
H 6.0611 -2.2263 5.6278 0.0722
H 5.3845 -2.2817 3.9609 0.0589
H 5.7615 -0.8025 4.6941 0.0580
H 3.3954 -2.2478 5.2508 0.0290
C 0.4477 1.7955 -4.2689 -0.1013
O 1.6393 1.1777 -3.7224 -0.1786
H -0.2199 2.0174 -3.4364 0.0415
H 0.7300 2.6963 -4.8140 0.0811
H -0.0578 1.1745 -5.0084 0.0745
H 1.3610 0.2778 -3.5370 0.0099
C -0.8483 -4.1322 3.5857 -0.3219
O -0.0924 -4.6434 4.5789 -0.2938
H -1.8899 -4.0926 3.9046 0.0295
H -0.5842 -3.1302 3.2475 0.0505
H -0.8147 -4.7799 2.7097 0.0520
H -0.5671 -5.3649 4.9980 0.0370



# 5
69
Properties=species:S:1:pos:R:3:lowdin_charge:R:1 method="wB97M-V/def2-TZVPD" gap_ev=7.5 smiles="[H]/N=c1/c(C(=O)NCCN2CCOCC2)cc2c(=O)n3ccccc3nc2n1CCCN1CCOCC1" e_lumo_ha=-0.021 homo_energy_ev=-8.026
H 1.9757 -1.8651 -0.2028 0.0486
N 1.9335 -0.8603 -0.1016 0.1428
C 0.8037 -0.3026 -0.3071 -0.2915
C 0.6643 1.1405 -0.2041 -0.0444
C 1.7893 2.0715 0.1506 -0.4558
O 1.6255 3.2812 0.1169 0.0406
N 2.9313 1.4842 0.5393 0.0706
C 4.1469 2.2238 0.7516 -0.1562
C 5.1517 1.9124 -0.3663 -0.1710
N 5.2897 0.4768 -0.5197 -0.1879
C 6.1783 -0.1366 0.4475 -0.1640
C 6.0427 -1.6553 0.3336 -0.1959
O 6.3538 -2.1056 -0.9645 -0.1332
C 5.5265 -1.4765 -1.9154 -0.1978
C 5.6577 0.0459 -1.8531 -0.1670
C -0.5379 1.7263 -0.4419 0.0678
C -1.6800 0.9653 -0.7818 -0.0661
C -2.9455 1.5969 -0.9918 -0.3667
O -3.2020 2.7801 -0.9311 0.0858
N -4.0087 0.6722 -1.2987 0.1102
C -5.2527 1.1831 -1.4949 -0.0170
C -6.3098 0.3912 -1.7992 -0.0480
C -6.1101 -1.0025 -1.9183 -0.0485
C -4.8688 -1.5207 -1.7214 0.0094
C -3.7688 -0.6821 -1.3950 -0.2491
N -2.5930 -1.2184 -1.1952 0.1684
C -1.5565 -0.4265 -0.8691 -0.2065
N -0.3561 -1.0174 -0.6515 0.0538
C -0.3124 -2.4694 -0.6678 -0.1358
C -0.3209 -3.0675 0.7426 -0.1450
C -1.5899 -2.7211 1.5219 -0.1975
N -1.7101 -1.3085 1.8504 -0.1693
C -0.7694 -0.8888 2.8793 -0.1491
C -0.9531 0.5983 3.1805 -0.1753
O -2.2695 0.8805 3.5928 -0.1181
C -3.1778 0.4996 2.5917 -0.1843
C -3.0628 -0.9929 2.2817 -0.1601
H 3.0048 0.4777 0.3809 0.0712
H 4.5637 1.9567 1.7279 0.1100
H 3.9011 3.2883 0.7495 0.1177
H 6.1130 2.4105 -0.1569 0.1234
H 4.7551 2.3136 -1.3014 0.1232
H 5.8942 0.1749 1.4530 0.1186
H 7.2314 0.1510 0.2703 0.1303
H 6.7365 -2.1618 1.0070 0.1242
H 5.0090 -1.9355 0.5863 0.1204
H 5.8367 -1.8565 -2.8904 0.1238
H 4.4755 -1.7434 -1.7290 0.1146
H 4.9757 0.4962 -2.5768 0.1245
H 6.6936 0.3330 -2.1104 0.1296
H -0.6282 2.8004 -0.3628 0.1378
H -5.3099 2.2575 -1.3889 0.1342
H -7.2850 0.8221 -1.9496 0.1078
H -6.9426 -1.6432 -2.1641 0.1113
H -4.6631 -2.5753 -1.8003 0.1172
H -1.1983 -2.8017 -1.2089 0.1120
H 0.5751 -2.7988 -1.2178 0.1219
H -0.2681 -4.1540 0.6474 0.1177
H 0.5569 -2.7395 1.2997 0.0928
H -2.4537 -2.9830 0.9053 0.1134
H -1.6230 -3.3412 2.4371 0.1244
H 0.2509 -1.0450 2.5272 0.1140
H -0.9194 -1.4681 3.8089 0.1319
H -0.3019 0.9026 4.0013 0.1304
H -0.7058 1.1853 2.2842 0.1173
H -4.1746 0.7341 2.9704 0.1290
H -2.9893 1.0817 1.6773 0.1135
H -3.7589 -1.2562 1.4805 0.1135
H -3.3369 -1.5650 3.1869 0.1314



# 6
30
Properties=species:S:1:pos:R:3:lowdin_charge:R:1 method="wB97M-V/def2-TZVPD" gap_ev=5.0 total_charge=+3 e_lumo_ha=-0.504 homo_energy_ev=-18.754
I 5.4108 1.1126 -1.5571 0.4815
I 3.8149 -1.3222 -1.3567 0.3674
Zr 0.0821 -0.1727 0.0432 1.2852
P -0.8070 -0.1756 -2.3193 0.6656
C 0.4616 -0.1953 -3.6090 -0.2258
C -1.8923 -1.5556 -2.8320 -0.2069
H -2.5361 1.4989 -2.0416 0.0478
H -2.3220 0.9900 -3.7699 0.0900
H -1.1665 2.1484 -2.9594 0.0788
C -1.8059 1.2578 -2.8277 -0.2283
H -2.6697 -1.7013 -2.0840 0.0633
H -2.3355 -1.3198 -3.8002 0.0825
H -0.0526 -0.2381 -4.5710 0.0938
H 1.1082 -1.0475 -3.4058 0.0286
H -1.3038 -2.4710 -2.8720 0.0659
H 1.0866 0.6877 -3.4972 0.0523
C 1.7430 0.9638 -0.6265 -0.3197
O 2.4885 1.7320 -1.0784 -0.0216
Cl -1.2049 1.7104 0.6606 0.2275
C -0.3042 -2.9219 4.0326 0.0097
N 0.3675 -1.6335 4.0477 0.0922
C 0.6562 -0.8615 3.0241 -0.5069
N 1.3558 0.2811 3.2183 0.2176
O 0.3015 -1.2219 1.8236 -0.2197
H -0.7082 -3.2070 3.0556 0.1007
H -1.1260 -2.8156 4.7398 0.1135
H 0.3713 -3.7032 4.3892 0.1169
H 0.8452 -1.3097 4.8941 0.1901
H 1.7865 0.5241 2.3342 0.0923
H 1.8869 0.4888 4.0713 0.1659



no.,maximum force (eV/Å)
1,9.24
2,1.15
3,0.61
4,2.80
5,1.07
6,8.30